ORCA calculation (ωB97M-V/def2-TZVPD) on 2 unconnected molecules or ions with the total composition C2HF3N2O in a non-equilibrium geometry.

Last column: natural (NBO) charge in e.
Element x y z (Å)
F -0.842 -2.813 1.962  -0.30
F -0.976 -0.809 2.859  -0.31
F 0.678 -1.348 1.478  -0.31
O -2.931 -1.702 0.073  -0.45
N 0.163 -0.333 -0.618  -0.36
N -1.014 -0.360 -0.225  -0.29
C -1.905 -1.214 -0.120  0.77
C -0.587 -1.552 1.829  0.91
H 0.673 0.592 -0.465  0.33

Summary:
Spin multiplicity: 1
Highest occupied orbital energy (spin up / spin down), eV: -9.326 / -8.884
Strongest force on any atom, eV/A: 3.90
Calculated total energy, eV: -15265.42295
Energy above the lowest of the compared OMol25 structures with the same formula, charge and spin, kcal/mol: 63.5
LUMO level (spin up / spin down), eV: -0.61 / -0.48